{
  "formula": "C23H45Cl3N2O3PSiTm",
  "method": "ωB97M-V/def2-TZVPD",
  "multiplicity": 3,
  "relative_energy_kcal_mol": 15.0,
  "charge": 0,
  "e_lumo_ev": [0.33, 0.31],
  "homo_ha": [-0.1668, -0.1338],
  "s_squared": 2.08,
  "orbital_gap_ev": [4.87, 3.95],
  "elements": ["C", "C", "H", "H", "H", "C", "C", "H", "H", "H", "H", "Tm", "Cl", "Cl", "H", "H", "C", "C", "N", "H", "C", "O", "H", "H", "H", "H", "H", "H", "C", "C", "N", "H", "C", "O", "H", "H", "H", "H", "O", "C", "C", "C", "H", "C", "H", "C", "H", "C", "C", "H", "H", "H", "Si", "Cl", "C", "C", "C", "H", "H", "H", "H", "H", "H", "H", "H", "H", "C", "P", "C", "C", "H", "H", "H", "H", "H", "H", "H", "H", "H"],
  "xyz": [[-2.36, -1.95, -4.45], [-1.51, -2.17, -3.23], [-2.83, -2.88, -4.79], [-1.81, -1.57, -5.33], [-3.16, -1.26, -4.20], [-0.59, -3.16, -3.21], [-0.42, -4.07, -4.37], [-0.02, -3.41, -2.32], [0.02, -3.53, -5.22], [-1.37, -4.51, -4.73], [0.25, -4.91, -4.12], [2.21, 1.65, 1.29], [-0.34, 0.31, 1.87], [3.94, 3.32, 0.76], [1.84, 5.55, 4.15], [-0.95, 6.15, 4.13], [1.65, 5.68, 3.07], [-0.81, 6.09, 3.03], [0.31, 5.22, 2.72], [2.43, 5.16, 2.50], [0.09, 3.98, 2.32], [1.04, 3.13, 2.31], [-1.71, 5.67, 2.57], [-0.92, 3.68, 2.03], [1.69, 6.75, 2.85], [-0.59, 7.08, 2.63], [2.91, -1.03, -2.02], [2.60, -3.52, -0.81], [3.88, -1.03, -1.47], [3.61, -3.25, -0.48], [3.75, -1.82, -0.24], [4.16, 0.01, -1.23], [3.30, -1.36, 0.94], [3.34, -0.16, 1.36], [3.84, -3.81, 0.42], [2.95, -2.10, 1.64], [4.64, -1.53, -2.10], [4.31, -3.54, -1.26], [-1.22, 0.06, -2.25], [-1.75, -1.23, -2.06], [-0.05, -2.18, -0.37], [-1.35, -1.87, -0.74], [0.77, -1.70, -0.90], [0.16, -3.15, 0.61], [-2.84, -1.10, -2.04], [-2.43, -2.36, -0.01], [1.15, -3.48, 0.85], [-0.93, -3.75, 1.24], [-2.22, -3.32, 0.98], [-3.44, -2.06, -0.26], [-0.76, -4.53, 1.99], [-3.05, -3.77, 1.50], [-1.81, 1.37, -2.99], [1.93, 1.00, -0.87], [-0.10, 2.20, -3.27], [-2.37, 2.37, -1.55], [-2.40, 1.19, -4.73], [0.44, 2.09, -2.31], [-0.20, 3.26, -3.53], [0.51, 1.64, -4.00], [-1.69, 0.60, -5.34], [-2.33, 2.25, -4.98], [-3.43, 0.81, -4.84], [-2.91, 1.79, -0.80], [-2.94, 3.24, -1.92], [-1.43, 2.72, -1.09], [-1.52, -1.46, 4.13], [-0.23, -0.24, 3.94], [-0.51, 1.31, 4.78], [1.41, -0.94, 4.06], [-2.37, -1.25, 3.47], [-1.85, -1.44, 5.18], [-1.13, -2.47, 3.90], [-0.64, 1.05, 5.85], [0.34, 2.01, 4.67], [-1.42, 1.81, 4.42], [1.70, -0.99, 5.12], [1.38, -1.97, 3.66], [2.18, -0.37, 3.49]]
}

{
  "formula": "C34H58N13O2Re",
  "method": "ωB97M-V/def2-TZVPD",
  "multiplicity": 4,
  "relative_energy_kcal_mol": 0.0,
  "charge": 3,
  "e_lumo_ev": [-9.00, -10.02],
  "homo_ha": [-0.5399, -0.5397],
  "s_squared": 3.79,
  "orbital_gap_ev": [5.70, 4.66],
  "elements": ["Re", "C", "N", "C", "C", "N", "C", "C", "N", "C", "C", "N", "C", "N", "C", "C", "N", "C", "C", "C", "C", "N", "C", "N", "C", "C", "N", "C", "C", "N", "C", "C", "H", "H", "H", "H", "H", "H", "H", "H", "H", "H", "H", "H", "H", "H", "H", "H", "H", "H", "H", "H", "H", "H", "H", "H", "H", "H", "H", "H", "H", "H", "H", "H", "H", "H", "H", "H", "H", "H", "H", "H", "H", "H", "H", "H", "H", "H", "H", "H", "O", "C", "C", "C", "C", "C", "C", "C", "O", "N", "N", "C", "C", "C", "C", "C", "C", "N", "H", "H", "H", "H", "H", "H", "H", "H", "H", "H"],
  "xyz": [[-0.30, 0.61, -0.29], [3.74, -1.36, -0.21], [2.34, -1.58, 0.14], [1.60, -2.49, -0.72], [1.78, -1.03, 1.24], [0.49, -0.66, 1.17], [-0.35, -0.73, 2.37], [-1.43, 0.34, 2.34], [-2.11, 0.42, 1.01], [-3.21, -0.61, 0.91], [-2.99, -2.05, 1.33], [-2.07, -2.82, 0.53], [-2.05, -4.14, 0.73], [-1.34, -4.88, -0.16], [-1.18, -4.48, -1.55], [-0.79, -6.19, 0.18], [-2.67, -4.81, 1.73], [-2.61, -4.41, 3.14], [-3.37, -6.07, 1.49], [-2.85, 1.73, 0.86], [-1.94, 2.84, 0.38], [-1.29, 2.37, -0.85], [-0.97, 3.28, -1.79], [-0.70, 4.56, -1.51], [-0.10, 5.00, -0.26], [-0.99, 5.64, -2.46], [-0.93, 2.88, -3.09], [-2.03, 2.11, -3.66], [-0.01, 3.46, -4.05], [2.55, -0.84, 2.33], [3.64, -1.74, 2.69], [2.40, 0.32, 3.21], [4.36, -2.25, -0.05], [4.14, -0.53, 0.35], [3.79, -1.10, -1.27], [1.77, -2.23, -1.76], [0.54, -2.43, -0.49], [1.96, -3.52, -0.56], [0.22, -0.59, 3.29], [-0.78, -1.73, 2.43], [-0.98, 1.32, 2.53], [-2.17, 0.16, 3.13], [-3.60, -0.56, -0.11], [-4.01, -0.24, 1.56], [-3.99, -2.51, 1.27], [-2.76, -2.07, 2.40], [-1.66, -3.53, -1.71], [-1.64, -5.24, -2.19], [-0.12, -4.42, -1.80], [-0.71, -6.29, 1.26], [0.20, -6.26, -0.27], [-1.40, -7.00, -0.21], [-1.83, -3.67, 3.29], [-2.35, -5.28, 3.73], [-3.56, -4.02, 3.49], [-3.53, -6.21, 0.42], [-4.34, -6.02, 1.97], [-2.83, -6.93, 1.89], [-3.33, 1.99, 1.81], [-3.63, 1.57, 0.12], [-1.20, 3.08, 1.15], [-2.52, 3.74, 0.21], [0.26, 4.16, 0.32], [-0.81, 5.58, 0.34], [0.75, 5.65, -0.49], [-1.70, 5.30, -3.21], [-0.09, 6.01, -2.94], [-1.45, 6.46, -1.90], [-2.64, 1.68, -2.87], [-1.64, 1.32, -4.30], [-2.66, 2.76, -4.28], [0.82, 3.93, -3.54], [-0.50, 4.20, -4.70], [0.37, 2.66, -4.68], [3.56, -2.67, 2.14], [3.55, -1.96, 3.76], [4.61, -1.29, 2.51], [1.68, 1.02, 2.81], [3.37, 0.82, 3.28], [2.11, 0.01, 4.22], [1.33, 3.67, 2.67], [2.62, 3.71, 2.20], [3.57, 4.47, 2.86], [4.87, 4.52, 2.40], [5.24, 3.82, 1.25], [4.30, 3.07, 0.59], [2.97, 2.99, 1.04], [2.03, 2.16, 0.29], [0.84, 1.93, 0.79], [2.40, 1.66, -0.87], [1.38, 0.91, -1.38], [1.48, 0.39, -2.57], [0.33, -0.34, -3.00], [0.23, -0.94, -4.26], [-0.93, -1.59, -4.61], [-1.98, -1.65, -3.70], [-1.82, -1.06, -2.46], [-0.70, -0.41, -2.09], [1.27, 4.25, 3.43], [3.29, 5.02, 3.75], [5.60, 5.12, 2.93], [6.26, 3.87, 0.88], [4.56, 2.53, -0.31], [2.37, 0.54, -3.17], [1.07, -0.87, -4.94], [-1.02, -2.05, -5.59], [-2.91, -2.14, -3.94], [-2.60, -1.11, -1.72]]
}